The following is a DFT calculation (ωB97M-V/def2-TZVPD) of 4 unconnected molecules or ions with the total composition C25H62N5O in a non-equilibrium geometry.

```
93
Properties=species:S:1:pos:R:3:mulliken_charge:R:1
O -4.839 1.907 1.570 -0.566
N -3.061 0.753 -1.238 -0.172
N 3.818 0.766 1.238 0.159
N 1.946 -5.330 -1.016 0.096
N -4.422 -2.385 2.456 -0.558
N 0.054 4.944 0.855 0.310
C -3.587 2.018 -0.534 -0.658
C -6.539 -2.081 0.874 -0.463
C 1.246 6.529 2.396 -1.431
C 3.603 0.136 -1.230 -0.398
C 2.081 -7.562 -2.254 -0.966
C -6.510 -0.687 0.021 -0.589
C -4.315 -0.106 -1.500 -0.764
C 1.306 0.312 1.117 -0.768
C -0.085 4.965 -1.698 -1.290
C 3.224 -5.429 -0.305 -0.542
C 2.465 1.144 1.652 -0.676
C 1.341 -6.634 -1.298 -0.655
C 1.887 -4.361 -2.114 -0.517
C 5.713 -0.851 1.559 -1.501
C 4.154 1.067 -0.156 -0.787
C 2.879 -4.534 -3.259 -1.044
C -5.092 1.765 0.110 0.212
C 3.736 -4.100 0.247 -1.193
C -5.079 0.098 -0.027 0.297
C -1.288 5.382 1.249 -0.316
C -1.873 6.593 0.531 -1.045
C -5.082 -2.775 1.151 -0.325
C 1.126 5.934 0.995 -0.356
C 0.124 4.192 -0.400 0.327
C 4.226 -0.552 1.733 -0.190
H 2.118 7.193 2.443 0.439
H -5.267 -3.949 1.202 0.309
H -4.236 -1.361 2.532 0.224
H 4.019 -0.604 2.808 0.443
H -7.307 0.038 0.531 0.240
H 4.159 0.280 -2.163 0.449
H 4.646 -4.269 0.833 0.429
H 5.246 1.086 -0.252 0.371
H 6.330 -0.083 2.037 0.364
H 0.370 7.126 2.665 0.296
H -7.157 -2.863 0.217 0.245
H -7.179 -1.965 1.873 0.302
H 2.995 -3.633 0.905 0.281
H -6.905 -0.855 -1.092 0.326
H -2.265 6.329 -0.454 0.251
H -4.211 -0.169 0.707 -0.093
H 2.084 5.448 0.777 0.412
H 2.555 0.351 -1.452 0.194
H 3.848 2.095 -0.392 0.304
H 1.210 -7.161 -0.348 0.410
H 1.017 6.751 0.274 0.276
H -3.460 2.942 -1.259 0.314
H 2.424 1.117 2.746 0.420
H -1.280 5.597 2.324 0.413
H -4.037 -1.227 -1.695 0.323
H 0.504 5.886 -1.736 0.279
H -1.989 4.543 1.150 -0.045
H -1.149 7.405 0.412 0.257
H -0.598 3.363 -0.367 -0.246
H -1.134 5.214 -1.858 0.264
H 3.649 -1.356 1.263 0.122
H 1.977 -7.243 -3.292 0.225
H -5.708 1.986 2.076 0.342
H 2.563 -5.316 -3.952 0.318
H 2.940 -3.605 -3.836 0.396
H 3.891 -4.764 -2.912 0.239
H 4.003 -5.870 -0.936 0.277
H 5.954 -1.813 2.027 0.437
H 0.318 -6.485 -1.676 0.334
H 1.659 -8.570 -2.189 0.394
H -2.404 0.276 -0.558 0.393
H 2.024 -3.357 -1.696 0.201
H 3.098 -6.098 0.553 0.480
H 3.146 -7.645 -2.018 0.272
H -4.929 -2.749 3.294 0.275
H 5.997 -0.923 0.505 0.283
H 0.871 -4.341 -2.529 0.344
H 2.288 2.199 1.393 0.204
H -4.949 0.221 -2.428 0.366
H 1.381 5.746 3.149 0.305
H 3.989 -3.395 -0.550 0.179
H -2.714 6.993 1.109 0.411
H 3.692 -0.921 -0.961 -0.174
H 1.092 0.538 0.071 0.036
H 0.228 4.350 -2.547 0.478
H 1.103 3.705 -0.451 0.051
H -4.377 -2.592 0.235 0.095
H -2.774 2.248 0.294 0.134
H 1.481 -0.763 1.215 0.330
H 0.396 0.541 1.681 0.407
H -2.408 0.908 -2.057 0.397
H -5.985 2.349 -0.371 0.369
```

Computed properties:
Net charge   +1
E_LUMO   -0.120 Ha
Energy   -1338.32374 Eh
Maximum force   3.7 eV Å⁻¹